a:
Entry from the Open Molecules 2025 dataset: a cluster of 2 separate species, C3H2N2O2 in total (the ωB97M-V functional and the def2-TZVPD basis).

## Properties
2S+1 ... 1
Gap between HOMO and LUMO (alpha / beta) ... 8.9 / 8.9 eV
HOMO (alpha / beta) ... -9.92 / -9.92 eV
E_LUMO (alpha / beta) ... -1.053 / -1.054 eV

The geometry in XYZ format:
```
9
Properties=species:S:1:pos:R:3:nbo_charge:R:1
O 2.439 -0.986 0.437 -0.40
C 1.399 -0.566 0.131 0.52
C 0.199 -0.734 -0.828 0.23
N -0.918 -0.980 -0.020 -0.43
C -1.304 0.234 0.285 0.20
N -0.479 1.248 -0.203 -0.23
O 0.136 0.552 -1.314 -0.34
H 0.631 0.765 0.526 0.23
H -2.102 0.467 0.986 0.22
```



b:
Entry from the Open Molecules 2025 dataset: an isolated molecule of C3H2N2O2 (the ωB97M-V functional and the def2-TZVPD basis).

## Properties
2S+1 ... 1
Gap between HOMO and LUMO ... 10.9 eV
HOMO ... -11.11 eV
E_LUMO ... -0.184 eV

The geometry in XYZ format:
```
9
Properties=species:S:1:pos:R:3:nbo_charge:R:1
O 1.634 -1.452 1.189 -0.44
C 0.457 -1.200 1.254 0.38
C -0.131 -0.351 0.166 0.40
N -0.103 -0.403 -1.127 -0.45
C -0.355 0.914 -1.435 0.14
N -0.530 1.702 -0.415 -0.12
O -0.413 0.851 0.660 -0.27
H -0.184 -1.382 2.144 0.15
H -0.375 1.322 -2.437 0.22
```



c:
Entry from the Open Molecules 2025 dataset: an isolated molecule of C3H2N2O2 (the ωB97M-V functional and the def2-TZVPD basis).

## Properties
2S+1 ... 1
Gap between HOMO and LUMO ... 9.9 eV
HOMO ... -10.05 eV
E_LUMO ... -0.190 eV

The geometry in XYZ format:
```
9
Properties=species:S:1:pos:R:3:nbo_charge:R:1
O 0.543 -1.261 -2.199 -0.46
C 0.419 -1.394 -1.006 0.35
C 0.619 -0.211 -0.034 0.56
O 1.724 0.210 0.184 -0.49
N -0.550 0.141 0.708 -0.40
C -1.005 1.455 0.799 0.20
N -0.232 1.396 1.760 -0.13
H 0.243 -2.380 -0.520 0.14
H -1.762 2.044 0.308 0.22
```



d:
Entry from the Open Molecules 2025 dataset: an isolated molecule of C3H2N2O2 (the ωB97M-V functional and the def2-TZVPD basis).

## Properties
2S+1 ... 1
Gap between HOMO and LUMO (alpha / beta) ... 7.7 / 7.7 eV
HOMO (alpha / beta) ... -7.81 / -7.83 eV
E_LUMO (alpha / beta) ... -0.131 / -0.131 eV

The geometry in XYZ format:
```
9
Properties=species:S:1:pos:R:3:nbo_charge:R:1
C 0.221 0.036 -0.819 0.55
C 0.121 -0.213 1.526 0.74
C -0.144 -0.756 0.326 -0.67
O -0.601 0.215 -1.840 -0.61
N 1.312 1.060 -0.768 -0.17
N 1.013 1.470 0.322 -0.15
O 0.086 0.036 2.663 -0.45
H -1.500 -0.079 -1.621 0.50
H -0.509 -1.767 0.211 0.26
```



It is b that is the most stable of them.



a:
Entry from the Open Molecules 2025 dataset: a cluster of 2 separate species, C3H2N2O2 in total (the ωB97M-V functional and the def2-TZVPD basis).

## Properties
2S+1 ... 1
Gap between HOMO and LUMO ... 9.6 eV
HOMO ... -9.67 eV
E_LUMO ... -0.036 eV

The geometry in XYZ format:
```
9
Properties=species:S:1:pos:R:3:nbo_charge:R:1
C -2.325 1.053 0.290 0.86
C 1.602 0.847 0.054 0.56
C 1.292 -0.538 0.123 0.08
N -2.498 -0.013 0.754 -0.79
N 2.343 -0.073 -0.588 -0.56
O -2.190 2.052 -0.221 -0.52
O 1.628 2.013 0.167 -0.51
H -2.462 -0.787 1.360 0.45
H 3.074 -0.555 -1.196 0.43
```



b:
Entry from the Open Molecules 2025 dataset: an isolated molecule of C3H2N2O2 (the ωB97M-V functional and the def2-TZVPD basis).

## Properties
2S+1 ... 1
Gap between HOMO and LUMO ... 8.1 eV
HOMO ... -9.13 eV
E_LUMO ... -1.064 eV

The geometry in XYZ format:
```
9
Properties=species:S:1:pos:R:3:nbo_charge:R:1
N -0.695 2.585 -0.768 -0.53
C -0.134 1.580 -0.314 0.22
C 0.754 0.785 0.201 0.20
N 1.269 -0.265 0.634 -0.39
C 0.404 -1.406 0.586 0.44
O -0.629 -1.445 -0.321 -0.25
O 0.590 -2.284 -0.449 -0.23
H -1.649 2.383 -1.080 0.37
H 0.208 -1.821 1.574 0.17
```



c:
Entry from the Open Molecules 2025 dataset: an isolated molecule of C3H2N2O2 (the ωB97M-V functional and the def2-TZVPD basis).

## Properties
2S+1 ... 1
Gap between HOMO and LUMO ... 9.2 eV
HOMO ... -9.45 eV
E_LUMO ... -0.261 eV

The geometry in XYZ format:
```
9
Properties=species:S:1:pos:R:3:nbo_charge:R:1
O -0.763 -1.666 2.474 -0.40
C -0.804 -1.289 1.359 0.73
C -0.709 -0.547 0.222 -0.42
N 0.486 0.270 0.287 -0.30
N 0.456 1.581 -0.325 -0.49
C 1.195 0.460 -0.781 0.79
O 1.930 0.164 -1.625 -0.49
H -1.342 -0.583 -0.792 0.25
H -0.450 1.609 -0.820 0.33
```



d:
Entry from the Open Molecules 2025 dataset: an isolated molecule of C3H2N2O2 (the ωB97M-V functional and the def2-TZVPD basis).

## Properties
2S+1 ... 1
Gap between HOMO and LUMO ... 10.8 eV
HOMO ... -10.53 eV
E_LUMO ... 0.286 eV

The geometry in XYZ format:
```
9
Properties=species:S:1:pos:R:3:nbo_charge:R:1
N 1.301 -0.157 -0.465 -0.67
C 0.234 -0.197 0.370 0.36
O -0.312 1.015 0.452 -0.53
C -1.617 0.867 0.964 0.65
O -2.416 1.734 0.866 -0.49
C 1.450 -1.371 -1.062 0.41
N 1.387 -2.414 -1.559 -0.30
H 1.620 0.679 -0.960 0.42
H -1.736 -0.147 1.371 0.15
```



It is d that is the most stable of them.



a:
Entry from the Open Molecules 2025 dataset: a cluster of 2 separate species, C4H11N3 in total (the ωB97M-V functional and the def2-TZVPD basis).

## Properties
2S+1 ... 3
Gap between HOMO and LUMO (alpha / beta) ... 9.2 / 7.1 eV
Net charge ... +2
⟨S²⟩ ... 2.018
HOMO (alpha / beta) ... -15.51 / -16.71 eV
E_LUMO (alpha / beta) ... -6.321 / -9.625 eV

The geometry in XYZ format:
```
18
Properties=species:S:1:pos:R:3:nbo_charge:R:1
C -1.210 -0.571 -0.014 -0.23
C -0.262 -1.676 1.912 -0.11
C -0.410 0.301 -0.461 0.30
C 0.634 2.401 -0.996 -0.03
N 0.348 1.056 -1.032 -0.42
N -0.751 -3.056 2.047 -0.76
N 1.684 2.592 -2.157 -0.71
H -2.121 -0.561 0.517 0.25
H 0.640 -1.598 1.115 0.23
H -0.335 -1.036 2.688 0.20
H 1.129 2.645 -0.094 0.24
H -0.128 3.103 -1.124 0.24
H -0.401 -3.631 2.930 0.48
H -0.564 -3.513 1.182 0.46
H -1.851 -3.156 2.173 0.47
H 2.476 2.185 -1.680 0.45
H 1.972 3.548 -2.578 0.48
H 1.330 1.982 -2.957 0.47
```



b:
Entry from the Open Molecules 2025 dataset: the ion C4H11N3 with charge +2 (the ωB97M-V functional and the def2-TZVPD basis).

## Properties
2S+1 ... 3
Gap between HOMO and LUMO (alpha / beta) ... 6.0 / 9.1 eV
Net charge ... +2
⟨S²⟩ ... 2.005
HOMO (alpha / beta) ... -13.57 / -22.22 eV
E_LUMO (alpha / beta) ... -7.588 / -13.146 eV

The geometry in XYZ format:
```
18
Properties=species:S:1:pos:R:3:nbo_charge:R:1
C -1.600 -0.079 -1.054 -0.17
C -0.102 -1.307 0.686 -0.20
C -1.373 0.568 0.211 -0.14
C 1.614 -0.068 -0.696 -0.40
N -1.299 -0.829 0.230 -0.01
N 0.147 1.166 0.584 -0.49
N 0.922 0.011 0.549 -0.21
H -2.625 -0.023 -1.381 0.31
H -0.961 -0.156 -1.901 0.25
H -0.136 -1.622 1.828 0.33
H 0.256 -2.060 -0.040 0.27
H -2.112 1.198 0.794 0.31
H 2.016 -1.048 -0.648 0.26
H 0.778 0.193 -1.323 0.20
H 2.338 0.639 -0.838 0.27
H 0.516 1.961 0.026 0.47
H 0.095 1.509 1.548 0.45
H 1.525 -0.053 1.426 0.48
```



It is a that is the most stable of them.



a:
Entry from the Open Molecules 2025 dataset: an isolated molecule of C5H5NO2 (the ωB97M-V functional and the def2-TZVPD basis).

## Properties
2S+1 ... 1
Gap between HOMO and LUMO ... 10.0 eV
HOMO ... -9.52 eV
E_LUMO ... 0.467 eV

The geometry in XYZ format:
```
13
Properties=species:S:1:pos:R:3:nbo_charge:R:1
O 1.853 -0.858 -0.521 -0.69
C 1.034 -0.281 0.404 0.16
C 0.632 1.349 -0.094 -0.48
C -0.797 0.766 0.065 0.17
N -1.963 0.934 -0.271 -0.11
O -2.632 -0.306 -0.100 -0.32
C -1.672 -1.327 -0.008 0.10
C -0.484 -0.683 0.157 -0.21
H 2.783 -0.499 -0.261 0.47
H 1.492 -0.337 1.402 0.19
H 0.599 1.612 -1.174 0.25
H 0.943 2.113 0.676 0.23
H -1.788 -2.482 -0.274 0.25
```



b:
Entry from the Open Molecules 2025 dataset: an isolated molecule of C5H5NO2 (the ωB97M-V functional and the def2-TZVPD basis).

## Properties
2S+1 ... 1
Gap between HOMO and LUMO ... 9.4 eV
HOMO ... -9.72 eV
E_LUMO ... -0.312 eV

The geometry in XYZ format:
```
13
Properties=species:S:1:pos:R:3:nbo_charge:R:1
O 2.413 -0.672 0.508 -0.55
C 1.240 -0.488 -0.101 0.51
C 0.383 -1.837 0.137 -0.06
N -0.841 -1.723 0.325 -0.11
O -1.512 -0.353 0.504 -0.36
C -0.567 0.581 0.498 0.07
C -0.692 1.730 -0.383 -0.37
C 0.297 0.557 -0.746 -0.38
H 0.856 -2.816 0.476 0.27
H 0.026 0.848 1.424 0.22
H 0.125 2.659 -0.116 0.25
H -1.337 1.802 -1.293 0.27
H -0.390 -0.290 -1.233 0.23
```



c:
Entry from the Open Molecules 2025 dataset: an isolated molecule of C5H5NO2 (the ωB97M-V functional and the def2-TZVPD basis).

## Properties
2S+1 ... 1
Gap between HOMO and LUMO ... 9.8 eV
HOMO ... -10.21 eV
E_LUMO ... -0.399 eV

The geometry in XYZ format:
```
13
Properties=species:S:1:pos:R:3:nbo_charge:R:1
O -2.548 -2.366 -1.853 -0.36
N -2.541 -1.173 -1.637 0.49
O -3.398 -0.388 -2.001 -0.38
C -1.464 -0.635 -0.919 0.05
C -1.271 0.520 -0.297 -0.14
C 0.078 0.653 0.325 -0.47
C 0.807 -0.631 0.051 -0.22
C 0.141 -1.530 -0.634 -0.15
H -1.998 1.312 -0.214 0.24
H 0.001 0.840 1.400 0.24
H 0.608 1.508 -0.105 0.24
H 1.812 -0.753 0.421 0.22
H 0.279 -2.513 -1.017 0.23
```



d:
Entry from the Open Molecules 2025 dataset: an isolated molecule of C5H5NO2 (the ωB97M-V functional and the def2-TZVPD basis).

## Properties
2S+1 ... 1
Gap between HOMO and LUMO ... 9.8 eV
HOMO ... -8.96 eV
E_LUMO ... 0.876 eV

The geometry in XYZ format:
```
13
Properties=species:S:1:pos:R:3:nbo_charge:R:1
C 0.019 2.239 -0.156 -0.53
C -0.947 1.480 -0.645 0.13
O -1.193 0.255 -0.646 -0.44
C -0.295 -0.648 -0.379 0.55
C -0.408 -1.644 0.495 -0.39
C 0.990 -1.962 0.738 -0.04
N 1.807 -1.208 0.074 -0.12
O 0.970 -0.414 -0.533 -0.27
H 0.842 1.631 0.475 0.20
H 0.446 3.385 -0.467 0.25
H -1.845 2.124 -1.038 0.18
H -1.461 -2.237 0.703 0.25
H 1.075 -3.002 1.379 0.23
```



It is c that is the most stable of them.